Entry a
ORCA calculation (ωB97M-V/def2-TZVPD) on C3H3NS2 in the gas phase.

XYZ file:
```
9
Properties=species:S:1:pos:R:3:mulliken_charge:R:1
N 1.397 2.440 -0.394 -0.332
C 1.164 1.314 -0.249 0.196
C 0.855 -0.079 -0.016 0.276
S 1.910 -1.225 -0.446 -0.157
C -0.489 -0.328 0.603 -0.610
S -1.850 -0.051 -0.539 -0.160
H -0.734 0.352 1.451 0.295
H -0.567 -1.346 1.001 0.347
H -1.686 -1.077 -1.410 0.144
```

E_HOMO (eV): -9.73
LUMO level (Ha): -0.062
SMILES: N#CC(=S)CS



Entry b
ORCA calculation (ωB97M-V/def2-TZVPD) on 2 unconnected molecules or ions with the total composition C3H3NS2.

XYZ file:
```
9
Properties=species:S:1:pos:R:3:mulliken_charge:R:1
S 2.217 0.089 -0.106 -0.270
C 0.706 0.613 -0.058 0.046
C -0.348 1.066 -0.901 -0.325
S -0.388 1.341 1.027 -0.058
H -1.077 0.509 -1.506 0.291
H -0.101 2.058 -1.239 0.297
C -0.369 -1.721 1.014 0.036
N -0.989 -1.832 0.067 -0.347
H 0.349 -2.122 1.702 0.329
```

E_HOMO (eV): -8.89
LUMO level (Ha): -0.016
SMILES: S=C1CS1.C#N



Here is how they stack up, most stable first: entry a, entry b.